The following is a quantum chemistry calculation of one molecule with the formula C6H15NSi at a distorted geometry, from the Open Molecules 2025 dataset.

Last column: Mulliken charge in e.
Geometry (Å):
H  -3.1192  -1.9409  -0.0021  0.3432
Si  0.9845  0.2414  0.0207  0.3922
C  -2.2099  -0.0897  0.6282  -0.3756
H  2.2020  -1.5761  1.2582  0.3496
H  -0.8897  2.6828  -0.5717  0.2947
H  0.9395  -0.8981  2.2678  0.3169
H  1.9326  2.0555  1.4811  0.2908
C  1.1799  -1.1993  1.2522  -1.0597
N  -1.6097  2.0533  -0.2251  -0.7466
H  3.1806  1.3637  0.4635  0.3119
C  -2.3460  -1.2571  -0.3474  -1.0926
C  1.2902  -0.3465  -1.7706  -1.1091
C  -1.2277  0.9141  0.1254  0.3099
H  -1.8704  -0.4615  1.5968  0.2443
H  0.5316  -2.0326  0.9942  0.3068
H  -2.6236  -0.8902  -1.3340  0.3358
H  -3.1796  0.4006  0.7531  0.3354
H  0.3613  -0.6157  -2.2650  0.3226
H  -1.4093  -1.7990  -0.4358  0.2137
H  1.7662  0.4232  -2.3735  0.3510
H  2.0433  2.5129  -0.2082  0.3139
H  1.9344  -1.2224  -1.7908  0.3660
C  2.1392  1.6814  0.4830  -1.0150

Computed properties:
E_LUMO: 0.9 eV
ΔE to the lowest compared entry with this formula, charge and spin: 0.00 kcal per mole
structure (SMILES): [H]/N=C(/CC)[Si](C)(C)C
total charge: 0
gap between HOMO and LUMO: 9.0 eV
E: -15832.79262 eV